*1*
{"formula": "C24H24N2O5", "method": "ωB97M-V/def2-TZVPD", "lumo_energy_ev": -0.35, "e_homo_ha": -0.32415, "elements": ["O", "O", "O", "O", "O", "N", "N", "C", "C", "C", "C", "C", "C", "C", "C", "C", "C", "C", "C", "C", "C", "C", "C", "C", "C", "C", "C", "C", "C", "C", "C", "H", "H", "H", "H", "H", "H", "H", "H", "H", "H", "H", "H", "H", "H", "H", "H", "H", "H", "H", "H", "H", "H", "H", "H"], "xyz": [[7.15594, 0.17943, -0.74940], [-3.41275, -1.68110, -0.73050], [-0.78058, -3.12139, -0.74903], [-3.17153, 1.63902, 1.72806], [0.85559, 2.55936, -2.47612], [4.69736, -0.78775, 0.30637], [-0.18131, -1.42585, 0.67683], [0.40330, 2.00422, 1.59751], [0.06070, 1.22254, -0.64595], [1.17504, 3.31727, -0.26210], [2.25043, -1.07560, 0.32666], [-5.63663, 1.01659, 0.41534], [3.61598, -1.72947, 0.53324], [1.14373, -1.89763, 0.99043], [-3.24606, 0.65932, 1.00877], [4.81282, -0.37397, -1.08283], [-6.78902, 0.66350, -0.24757], [-5.66869, -1.23325, -1.21104], [7.04924, -0.24077, 0.58934], [-4.47106, 0.25564, 0.28465], [-2.30677, -1.33505, -0.07883], [5.97601, -1.31664, 0.75220], [1.02169, 3.13936, 1.09732], [-6.80252, -0.46568, -1.06274], [-1.02827, -2.10716, -0.13789], [-2.16386, -0.27149, 0.74752], [5.91918, 0.67397, -1.20427], [-0.74716, -0.21466, 1.23791], [0.68998, 2.35444, -1.14396], [-0.07094, 1.04025, 0.72425], [-4.49776, -0.87928, -0.53966], [-0.31997, 0.47198, -1.32834], [-5.65650, -2.11172, -1.83651], [0.28570, 1.87367, 2.66180], [-0.69363, -0.23424, 2.33284], [3.70509, -2.62310, -0.10992], [1.65893, 4.19167, -0.66601], [-7.70635, -0.74374, -1.58301], [-7.68253, 1.25835, -0.13796], [0.46178, 1.83357, -2.97542], [8.03009, -0.62853, 0.86970], [5.04866, -1.23186, -1.73816], [6.26882, -2.21014, 0.17198], [3.87183, 0.07160, -1.40548], [2.28116, -0.07220, 0.75214], [2.02673, -0.99314, -0.73715], [5.63364, 1.56066, -0.61832], [-5.59239, 1.88563, 1.05426], [1.39029, 3.89109, 1.77812], [6.79531, 0.61703, 1.23022], [3.69376, -2.05776, 1.57397], [5.89721, -1.59341, 1.80575], [1.27466, -1.89088, 2.07772], [6.06700, 0.95880, -2.24725], [1.18983, -2.93025, 0.63195]]}

*2*
{"formula": "C24H24N2O5", "method": "ωB97M-V/def2-TZVPD", "lumo_energy_ev": 0.63, "e_homo_ha": -0.30173, "elements": ["O", "O", "O", "O", "O", "N", "N", "C", "C", "C", "C", "C", "C", "C", "C", "C", "C", "C", "C", "C", "C", "C", "C", "C", "C", "C", "C", "C", "C", "C", "C", "H", "H", "H", "H", "H", "H", "H", "H", "H", "H", "H", "H", "H", "H", "H", "H", "H", "H", "H", "H", "H", "H", "H", "H"], "xyz": [[-4.90808, 3.15792, -0.09195], [3.63124, 1.58650, 1.00737], [1.75226, -5.05762, 2.09540], [-2.94857, 2.64769, -1.67401], [5.23344, -4.54122, 1.43098], [2.52535, -0.29798, 1.56811], [2.80783, -3.07000, 2.13302], [-6.38188, 3.74322, -1.94768], [4.04069, -5.13248, 1.68674], [4.17779, -6.49717, 1.59898], [1.52385, 1.01431, -1.32388], [-5.17246, 3.32932, -1.41941], [-6.53769, 3.88781, -3.32070], [1.54442, -2.38919, 2.33048], [-0.66955, 1.97119, -1.57008], [-0.70970, 2.20962, -0.20366], [-4.26485, 3.20205, -3.65391], [-4.09388, 3.05185, -2.28939], [1.47571, 1.23920, 0.04583], [5.52698, -6.74334, 1.27602], [0.45581, 1.37404, -2.12426], [-1.81701, 2.37091, -2.46176], [3.97385, -2.21862, 1.99070], [2.64839, 0.87788, 0.90446], [-5.48618, 3.61985, -4.16802], [1.41809, -1.21522, 1.36719], [-5.93889, 3.40929, 0.82884], [6.11625, -5.51790, 1.18599], [0.35534, 1.84460, 0.59974], [2.78955, -4.41933, 1.98239], [3.62419, -0.78467, 2.37348], [4.33194, -2.23921, 0.95393], [3.39554, -7.21101, 1.75165], [7.12209, -5.22067, 0.96166], [-5.60099, 3.73138, -5.23527], [0.32264, 2.03913, 1.66208], [-7.21656, 3.95902, -1.29999], [5.99409, -7.69519, 1.12982], [0.46681, -0.70259, 1.53739], [-6.79666, 2.74801, 0.66589], [-3.45328, 2.99642, -4.33371], [4.47510, -0.12510, 2.18638], [-6.27232, 4.45184, 0.78791], [0.75374, -3.12046, 2.14743], [1.45786, -2.04184, 3.36580], [4.78107, -2.57451, 2.63712], [-7.48876, 4.21207, -3.71433], [0.49730, 1.19246, -3.18876], [2.40067, 0.55945, -1.76094], [-5.51216, 3.20756, 1.81024], [3.37028, -0.72583, 3.43779], [-1.58433, 2.67527, 0.22150], [-2.02987, 1.55759, -3.17262], [1.42036, -1.58847, 0.33458], [-1.52681, 3.26217, -3.04255]]}

Result of the stability comparison: *2* is the least stable of them.

*1*
{"formula": "C10H11NO", "method": "ωB97M-V/def2-TZVPD", "lumo_energy_ev": 0.30, "e_homo_ha": -0.29598, "elements": ["O", "N", "C", "C", "C", "C", "C", "C", "C", "C", "C", "C", "H", "H", "H", "H", "H", "H", "H", "H", "H", "H", "H"], "xyz": [[-2.61151, 1.21183, -0.37572], [1.39909, 1.77666, -0.38790], [-0.49659, 0.21600, -0.42300], [0.02325, -2.06460, 0.17499], [-1.46075, 1.34327, -0.47571], [-0.83047, -3.29508, 0.41956], [1.35035, -1.89608, 0.24208], [-0.79575, 2.70482, -0.52671], [-0.91342, -1.06563, -0.43765], [0.95043, 0.42627, -0.56672], [0.54923, 2.80211, 0.32845], [1.74312, -0.53283, -0.08847], [-0.17275, 2.53596, -1.55818], [2.78007, -0.43608, 0.34677], [-1.94767, -1.42731, -0.43513], [2.53491, 1.73086, -0.33908], [-1.90363, -2.95050, 1.06066], [-1.43085, 3.53897, -0.52361], [1.99878, -2.73990, 1.15173], [-0.47978, -3.90824, 1.17090], [-1.28821, -4.13255, -0.52155], [0.30376, 2.20528, 1.52127], [0.69839, 3.95679, 0.24302]]}

*2*
{"formula": "C10H11NO", "method": "ωB97M-V/def2-TZVPD", "lumo_energy_ev": 0.65, "e_homo_ha": -0.30599, "elements": ["O", "N", "C", "C", "C", "C", "C", "C", "C", "C", "C", "C", "H", "H", "H", "H", "H", "H", "H", "H", "H", "H", "H"], "xyz": [[1.87077, -0.02021, -2.14270], [-0.51877, 0.85258, 1.53345], [-0.16499, -0.36624, 0.89015], [0.30411, 1.70410, -1.64860], [0.98347, 0.37020, -1.42407], [-0.23834, -2.76878, 1.21895], [0.45505, -2.99041, 0.01567], [-0.50253, -1.46492, 1.60109], [-0.52834, 2.11544, 0.74695], [-0.84398, 1.85225, -0.65289], [0.46131, -0.60940, -0.32411], [0.76913, -1.90474, -0.68852], [-0.51689, -3.53537, 1.91235], [1.07101, 2.38022, -1.55604], [0.44063, 2.47830, 0.73759], [-0.01325, 1.82238, -2.73381], [0.85313, -3.96713, -0.27678], [-1.52908, 2.60373, -1.05149], [-0.13279, 0.89823, 2.47307], [-1.13055, -1.26826, 2.43967], [-1.46655, 0.84731, -0.78411], [1.42675, -2.00084, -1.58589], [-1.04929, 2.97155, 1.30007]]}

Result of the stability comparison: *1* is the least stable of them.

*1*
{"formula": "ClIO2P", "method": "ωB97M-V/def2-TZVPD", "charge": -1, "lumo_energy_ev": [1.09, 0.02], "e_homo_ha": [-0.18053, -0.14440], "elements": ["I", "Cl", "P", "O", "O"], "xyz": [[3.83067, 0.27204, 0.18823], [-0.53249, -1.86615, -0.10808], [-0.72588, 0.25373, 0.10510], [-1.84422, 0.43844, 1.01528], [-0.72807, 0.90194, -1.20053]]}

*2*
{"formula": "ClIO2P", "method": "ωB97M-V/def2-TZVPD", "charge": -1, "lumo_energy_ev": 3.03, "e_homo_ha": -0.16229, "elements": ["I", "Cl", "P", "O", "O"], "xyz": [[-2.22109, -0.45028, -0.03576], [0.69252, 1.75459, -0.40528], [0.19738, 0.00011, 0.16712], [0.88150, -1.12872, -1.28507], [0.44969, -0.17570, 1.55899]]}

Result of the stability comparison: *2* is the least stable of them.